(1)
{"formula": "C11H48N22O13", "method": "ωB97M-V with the def2-TZVPD basis set", "charge": 0, "energy_ha": -2631.1205, "relative_energy_ev": 3.255, "largest_force_ev_per_a": 5.37, "species": ["O", "H", "H", "O", "H", "H", "C", "O", "N", "N", "H", "H", "H", "H", "C", "O", "N", "N", "H", "H", "H", "H", "C", "O", "N", "N", "H", "H", "H", "H", "C", "O", "N", "N", "H", "H", "H", "H", "C", "O", "N", "N", "H", "H", "H", "H", "C", "O", "N", "N", "H", "H", "H", "H", "C", "O", "N", "N", "H", "H", "H", "H", "C", "O", "N", "N", "H", "H", "H", "H", "C", "O", "N", "N", "H", "H", "H", "H", "C", "O", "N", "N", "H", "H", "H", "H", "C", "O", "N", "N", "H", "H", "H", "H"], "positions_angstrom": [[14.7763, -12.4577, 38.5564], [15.5162, -11.8654, 38.3708], [14.0105, -12.0297, 38.1530], [16.8686, -10.7136, 38.1057], [17.5045, -10.5398, 38.8049], [17.2046, -10.2062, 37.3395], [14.2223, -9.1477, 32.2313], [14.7474, -9.1752, 33.3518], [12.9420, -8.8758, 31.9082], [14.9391, -9.4383, 31.1277], [12.6124, -8.7216, 30.9737], [12.4814, -8.4231, 32.6859], [15.9460, -9.5074, 31.0964], [14.4127, -9.4936, 30.2738], [12.9172, -5.8325, 40.5477], [14.0832, -6.1664, 40.3502], [12.2535, -4.9856, 39.7175], [12.2911, -5.8941, 41.7353], [11.3385, -4.7409, 40.0440], [12.7121, -4.4123, 39.0286], [11.5191, -5.2816, 41.9218], [12.5890, -6.5558, 42.4314], [17.6920, -6.0091, 35.3568], [18.8052, -6.1611, 35.8661], [17.1434, -4.8343, 35.0640], [16.9088, -7.0366, 34.9920], [17.5500, -4.0287, 35.5073], [16.2517, -4.9217, 34.6129], [16.0139, -6.7681, 34.6272], [17.2235, -7.9677, 35.2305], [11.3039, -9.3075, 40.6481], [10.3031, -9.3759, 39.9398], [11.3289, -9.1074, 41.9541], [12.5692, -9.6222, 40.2329], [12.1505, -9.3292, 42.4812], [10.3906, -9.0754, 42.3278], [13.2946, -9.5241, 40.9159], [12.6673, -9.9293, 39.2674], [14.1642, -8.3711, 37.0519], [13.2482, -7.5818, 36.6888], [14.6255, -8.3631, 38.3154], [14.9211, -9.1499, 36.2694], [15.1574, -9.1705, 38.5979], [14.2366, -7.5854, 38.8294], [15.5824, -9.7700, 36.7080], [14.8427, -9.1222, 35.2623], [14.1731, -3.7081, 36.4955], [13.4943, -3.2982, 35.5440], [14.1531, -4.9482, 36.9976], [15.2068, -2.9361, 36.9049], [13.7447, -5.7944, 36.6105], [14.7952, -5.1448, 37.7512], [15.4157, -2.2028, 36.2504], [15.7136, -3.3947, 37.6428], [9.1299, -5.8942, 37.9109], [7.9550, -6.1875, 37.6287], [10.1338, -6.3492, 37.1151], [9.4988, -4.9559, 38.7650], [10.0997, -6.8479, 36.2449], [11.0728, -6.2260, 37.4671], [10.4110, -4.5512, 38.7442], [8.7721, -4.4885, 39.2820], [10.5324, -7.5941, 33.9681], [10.2873, -8.7692, 34.1961], [11.6112, -6.8959, 34.4066], [9.6500, -6.7039, 33.3974], [11.7093, -6.0455, 33.8789], [12.3437, -7.3259, 34.9664], [9.9019, -5.8294, 32.9673], [8.7498, -6.9878, 33.0442], [11.5846, -10.9717, 37.1293], [12.1758, -11.4244, 38.1057], [11.4573, -11.7379, 36.0196], [11.0307, -9.7499, 36.9978], [11.9596, -12.6081, 36.0176], [10.9664, -11.4063, 35.2065], [10.5894, -9.6562, 36.0970], [11.0548, -9.0091, 37.6770], [19.2982, -9.7928, 35.9203], [18.0489, -9.9067, 35.8699], [20.0548, -10.8753, 36.1269], [19.9758, -8.6437, 35.8110], [21.0385, -10.7332, 36.2750], [19.5631, -11.7186, 36.3703], [20.9617, -8.7697, 35.6469], [19.6487, -7.6765, 35.8390], [17.3351, -11.7713, 32.0048], [17.4657, -11.0540, 31.0271], [17.8920, -12.9680, 32.2480], [16.5475, -11.3752, 33.0593], [17.6740, -13.4337, 33.1091], [18.5318, -13.3369, 31.5653], [16.0952, -10.4727, 33.0137], [16.7727, -11.8119, 33.9366]], "atomic_forces_ev_per_a": [[0.2, 0.0, -0.1], [0.0, -0.2, 0.0], [-0.5, -0.1, 0.2], [0.0, 0.4, 0.2], [-0.1, 0.0, 0.2], [0.5, -0.4, -0.2], [1.6, -0.4, -1.2], [-0.9, 0.6, -0.1], [-0.9, 0.5, 2.1], [0.1, 0.0, -0.7], [0.2, 0.1, 0.1], [-0.6, -0.2, -0.3], [0.0, -0.4, 0.1], [0.5, -0.1, -0.2], [1.8, 2.5, 0.3], [-0.4, -1.1, -0.4], [-0.7, -0.1, -0.6], [-0.3, -1.0, 0.9], [0.1, 0.2, -0.1], [0.2, -0.3, 0.0], [-0.1, -0.3, 0.2], [-0.1, 0.1, -0.1], [0.8, -1.4, 0.1], [0.1, 0.4, 0.3], [0.2, 0.9, 0.0], [0.3, -0.1, 0.0], [-0.5, 0.2, -0.4], [-0.2, 1.2, 0.2], [-0.3, -1.1, 0.0], [-0.5, -0.2, -0.2], [1.2, -2.1, -2.4], [0.4, 0.8, 0.5], [-1.9, 1.3, 2.3], [-0.8, 0.7, -0.9], [-0.4, -0.2, 0.4], [0.5, 0.0, 0.7], [0.5, -0.2, -0.6], [0.4, -0.3, 0.5], [0.6, 0.9, -0.1], [0.9, -0.7, -0.3], [-1.0, 0.5, -0.4], [-0.6, -0.5, -1.1], [0.2, 0.5, 0.7], [0.3, -0.6, 1.2], [-0.2, 0.2, -0.3], [-0.3, -0.3, 0.0], [-0.1, 0.6, -3.4], [-0.3, -0.7, 0.7], [0.1, -0.8, 1.5], [-0.6, -0.5, 1.2], [-0.6, 0.3, -0.1], [0.0, -0.2, 0.0], [0.5, 0.2, 0.7], [1.1, 1.1, -0.3], [-2.7, -1.6, -4.4], [1.0, 0.4, 1.3], [2.0, 0.0, 0.9], [-0.1, 1.5, 2.4], [-0.9, 0.0, 0.3], [0.1, -0.1, -0.2], [-0.3, 0.0, -0.5], [0.0, -0.1, -0.2], [-0.7, 0.6, 0.7], [0.0, 0.2, -0.2], [0.4, -0.5, -0.7], [-1.4, -0.1, -1.2], [0.8, 0.3, 0.8], [0.1, 0.1, 0.0], [0.5, 0.0, 0.4], [0.2, -0.7, 0.2], [-0.1, 0.3, 0.0], [0.5, 0.4, 0.5], [-0.2, -0.5, -0.6], [0.0, -0.7, -0.6], [-0.2, 0.0, -0.1], [0.2, -0.2, -0.1], [-0.1, 1.0, 0.2], [-0.2, -0.3, 0.2], [-1.7, 0.8, 0.1], [0.6, 0.7, 0.0], [0.5, -0.7, -0.1], [1.2, -0.2, -0.3], [-0.1, -0.6, 0.2], [0.4, -0.1, -0.1], [0.0, 0.3, 0.1], [-0.9, 0.0, -0.1], [-1.3, 1.6, 1.4], [0.4, -0.4, -0.9], [0.9, -0.7, -0.8], [0.3, -0.6, -0.4], [0.2, -0.3, -0.3], [-0.1, -0.2, 0.3], [0.1, -0.1, 0.5], [-0.4, 0.5, 0.3]], "mulliken_charge": [-0.693, 0.383, 0.394, -0.584, 0.271, 0.297, 0.601, -0.797, -0.407, -0.372, 0.212, 0.222, 0.201, 0.117, 0.610, -0.730, -0.284, -0.381, 0.137, 0.122, 0.155, 0.238, 0.758, -0.865, -0.356, -0.001, 0.248, 0.157, 0.023, -0.084, 0.647, -0.653, -0.429, -0.032, 0.181, 0.255, 0.171, -0.118, 0.169, -0.274, -0.050, 0.591, 0.193, 0.071, -0.259, -0.126, 0.616, -0.730, 0.422, -0.448, -0.334, 0.198, 0.251, 0.204, 0.460, -0.722, -0.034, -0.288, 0.112, 0.025, 0.283, 0.176, 0.393, -0.663, -0.061, -0.403, 0.176, 0.007, 0.145, 0.253, 0.773, -0.809, -0.444, 0.107, 0.224, 0.141, 0.013, -0.039, 0.631, -0.701, -0.462, -0.274, 0.154, 0.256, 0.150, 0.252, 0.687, -0.695, -0.386, -0.199, 0.168, 0.246, -0.023, 0.265]}

(2)
{"formula": "C11H4BrF5HfNS4Sb", "method": "ωB97M-V with the def2-TZVPD basis set", "charge": 1, "energy_ha": -5430.5806, "relative_energy_ev": 0.000, "s2": 0.7678, "spin_multiplicity": 2, "largest_force_ev_per_a": 1.66, "species": ["Hf", "F", "C", "C", "F", "C", "F", "C", "S", "C", "F", "C", "F", "S", "Sb", "S", "S", "Br", "C", "C", "C", "N", "C", "C", "H", "H", "H", "H"], "positions_angstrom": [[1.9653, 0.3704, -0.4090], [-2.6150, 2.4425, 4.2004], [-1.9904, 2.3342, 3.0408], [-1.0809, 1.2996, 2.8266], [-0.8236, 0.3958, 3.7592], [-0.4496, 1.2116, 1.5966], [0.4496, 0.1426, 1.3923], [-0.6663, 2.0934, 0.5399], [0.0828, 1.9337, -1.0236], [-1.6037, 3.1133, 0.7777], [-1.8707, 3.9756, -0.1884], [-2.2563, 3.2318, 2.0011], [-3.1493, 4.1885, 2.1765], [3.4031, -1.3258, 0.8460], [5.0120, 0.3641, 0.1047], [3.8578, 0.3748, -2.0602], [3.3357, 1.9499, 0.9661], [-1.7203, -4.8158, -3.0188], [-0.7463, -3.3855, -2.3025], [-0.3185, -2.3230, -3.1049], [0.4166, -1.3093, -2.5250], [0.7556, -1.3074, -1.2213], [0.3326, -2.3288, -0.4528], [-0.4234, -3.3714, -0.9447], [-0.5459, -2.3051, -4.1596], [0.7627, -0.4588, -3.1140], [0.6314, -2.3185, 0.5944], [-0.7450, -4.1725, -0.2975]], "atomic_forces_ev_per_a": [[0.9, 0.7, -1.2], [0.0, 0.0, -0.1], [0.2, -0.1, -0.5], [0.1, 0.0, -0.3], [0.0, 0.0, 0.2], [-0.2, 0.3, -0.2], [-0.4, 0.6, 0.1], [-0.5, -0.1, 0.8], [0.5, 0.0, -0.3], [0.4, -0.5, 0.3], [-0.1, 0.1, 0.0], [0.2, -0.3, 0.0], [0.0, 0.1, 0.1], [0.1, 0.4, 0.6], [-0.4, 0.1, -0.4], [-0.6, 0.1, 0.6], [0.3, -0.4, 0.5], [0.1, 0.2, 0.0], [0.2, 0.3, 0.2], [0.0, -0.2, 0.1], [0.0, 0.0, 0.0], [-0.6, -0.9, -0.2], [0.0, -0.1, 0.0], [-0.1, 0.0, -0.3], [0.0, 0.1, 0.0], [-0.1, -0.2, 0.0], [-0.1, 0.0, -0.2], [0.0, 0.0, 0.1]], "mulliken_charge": [0.978, -0.264, 0.691, -0.274, -0.267, 0.404, -0.153, 0.459, -0.392, 0.242, -0.305, 0.146, -0.255, -0.285, 0.533, -0.437, -0.308, -0.054, 0.304, -0.642, -0.003, -0.119, 0.042, -0.717, 0.433, 0.408, 0.398, 0.438]}

(3)
{"formula": "C11H4N2O5Pd", "method": "ωB97M-V with the def2-TZVPD basis set", "charge": 2, "energy_ha": -1034.4046, "relative_energy_ev": 0.000, "s2": 2.0115, "spin_multiplicity": 3, "largest_force_ev_per_a": 9.11, "species": ["O", "C", "Pd", "O", "C", "C", "O", "C", "O", "C", "O", "N", "C", "C", "C", "C", "C", "N", "C", "H", "H", "H", "H"], "positions_angstrom": [[-3.5587, -3.2282, 1.3134], [-2.7074, -2.4933, 0.9813], [-1.2262, -1.2138, 0.4036], [-3.3687, 1.1000, 0.0790], [-2.5960, 0.2705, 0.1917], [0.1382, -2.7045, 0.6176], [0.8968, -3.5461, 0.7349], [-1.5225, -1.7532, -1.5330], [-1.6902, -2.0641, -2.6161], [-0.9363, -0.6811, 2.3419], [-0.7815, -0.3823, 3.4306], [1.4444, 4.6107, 0.9710], [1.3892, 3.5280, 0.5201], [1.3498, 2.2127, -0.0485], [2.2990, 1.7866, -0.9797], [2.2361, 0.5171, -1.5071], [1.2176, -0.3311, -1.0997], [0.3556, 0.1382, -0.2172], [0.3401, 1.3373, 0.3383], [3.0867, 2.4708, -1.2810], [2.9438, 0.1537, -2.2221], [1.1203, -1.3503, -1.4853], [-0.4300, 1.6222, 1.0662]], "atomic_forces_ev_per_a": [[4.8, 4.1, -1.9], [-6.6, -5.7, 2.6], [0.0, 0.0, 0.0], [2.1, -2.3, 0.3], [-3.8, 4.4, -0.7], [4.1, -4.1, 0.5], [-2.1, 2.3, -0.3], [-0.7, -1.4, -5.6], [0.4, 0.8, 3.0], [1.0, 1.7, 5.6], [-0.5, -0.9, -3.0], [-0.2, -2.9, -1.1], [0.3, 2.9, 1.1], [-0.2, 0.3, 0.3], [0.2, 0.5, 0.1], [-0.2, -0.6, -0.1], [1.0, 1.0, -0.4], [-1.5, -1.1, 0.7], [1.1, 0.7, -0.5], [-0.1, -0.1, 0.0], [0.4, 0.0, -0.3], [0.0, 0.4, 0.2], [0.4, -0.2, -0.4]], "mulliken_charge": [-0.098, 0.337, 0.287, -0.064, 0.309, 0.315, -0.066, 0.314, -0.067, 0.308, -0.065, -0.335, -0.422, -0.114, 0.014, -1.056, 0.052, 0.066, 0.380, 0.558, 0.461, 0.374, 0.512]}